# 1
107
Properties=species:S:1:pos:R:3:forces:R:3 method="wB97M-V/def2-TZVPD" de_lowest_kcal_mol=42.8 orbital_gap_ev="3.782 / 4.381" charge=-2 e_tot_ha=-4376.662981 multiplicity=2
Ir -0.294541 0.405062 0.300328 -2.131 -0.638 -0.148
S -1.074194 2.178138 1.893621 0.197 -0.427 0.120
C -1.806734 3.359140 0.831617 -0.049 0.060 0.286
C -2.571424 4.397130 1.388553 -0.006 -0.004 -0.146
C -3.196897 5.353487 0.602225 0.058 -0.056 0.021
C -3.076764 5.282396 -0.783560 0.060 -0.008 -0.016
C -2.309755 4.272710 -1.346628 -0.002 -0.023 0.088
C -1.654437 3.313289 -0.562087 -0.021 0.196 -0.320
S -0.649514 2.120465 -1.368441 0.589 -0.565 0.522
H -2.665181 4.429614 2.468535 -0.010 0.003 -0.011
H -3.773170 6.147967 1.065668 -0.025 -0.031 0.001
H -3.575324 6.007026 -1.419265 0.013 -0.002 -0.002
H -2.202477 4.204330 -2.424722 -0.008 0.017 0.011
O 1.851719 -2.626464 5.038474 0.045 0.029 -0.044
C 2.777186 -1.729171 4.796727 -0.044 -0.045 -0.007
O 3.768700 -1.632229 5.491586 0.054 0.062 -0.022
C 2.546817 -0.819002 3.627654 -0.144 -0.201 0.136
C 3.343954 0.239433 3.267323 0.044 0.111 0.072
Cl 4.761029 0.737766 4.083529 -0.003 0.044 -0.011
N 2.795350 0.858374 2.182277 0.220 0.156 -0.018
N 1.655137 0.211950 1.834424 0.625 0.673 -0.696
C 1.497578 -0.779205 2.668867 -0.096 -0.364 0.265
C 0.345538 -1.718955 2.419038 0.094 -0.061 -0.015
O 0.128573 -2.623047 3.262885 0.048 -0.019 -0.015
O -0.284185 -1.557754 1.354508 0.332 0.697 0.266
C 3.245420 1.981558 1.390034 -0.032 0.022 0.035
C 2.429873 2.432724 0.363125 -0.220 -0.204 0.042
C 2.800264 3.509460 -0.420997 -0.032 0.075 -0.017
C 4.010426 4.152578 -0.216158 -0.017 -0.052 0.016
C 4.835138 3.694239 0.796214 0.082 -0.046 0.065
C 4.460956 2.625134 1.601811 0.128 -0.029 0.093
H 1.100212 -2.626976 4.313014 -0.067 -0.005 -0.030
H 1.484520 1.946623 0.166290 -0.056 0.188 -0.041
H 2.105252 3.841649 -1.182569 -0.044 -0.074 0.009
H 4.303191 4.995976 -0.830067 0.008 -0.010 -0.003
H 5.794218 4.166545 0.975371 -0.015 0.005 0.028
H 5.129534 2.313627 2.381445 0.042 0.011 -0.039
C -2.551554 -2.599147 -0.214432 -0.016 0.037 0.057
C -2.932343 -1.282374 0.456066 -0.122 -0.073 0.020
C -4.456525 -1.122949 0.422340 0.056 0.005 0.037
C -2.266838 -0.086447 -0.209250 0.997 0.566 -0.344
H -3.082078 -3.443824 0.241097 0.016 -0.004 -0.030
H -1.483359 -2.775289 -0.114249 0.005 -0.043 -0.054
H -2.811132 -2.569160 -1.279562 -0.067 0.008 0.037
H -2.626272 -1.330084 1.504580 -0.017 -0.002 -0.013
H -4.812645 -1.087159 -0.613468 -0.015 0.031 0.021
H -4.758060 -0.199454 0.921838 -0.023 -0.001 -0.037
H -4.948854 -1.964565 0.923989 -0.022 0.013 -0.028
H -2.786229 0.838607 0.053154 -0.299 -0.093 -0.101
H -2.287343 -0.191447 -1.302343 -0.333 -0.034 -0.021
C 6.777214 0.032020 -2.649267 -0.038 0.045 -0.008
C 5.780558 -0.769413 -1.817330 0.056 0.135 0.025
C 6.432915 -2.031004 -1.271962 -0.059 -0.046 0.007
C 5.230664 0.076707 -0.672642 -0.191 -0.062 -0.129
O 4.731076 -1.198769 -2.691502 0.046 0.017 -0.057
Si 3.309718 -0.486870 -3.105415 -0.122 -0.501 0.094
S 1.950960 -0.710353 -1.474712 0.324 0.105 0.008
O 3.601049 1.077931 -3.416272 0.175 0.119 -0.004
C 3.225665 1.989882 -4.453132 -0.121 0.013 -0.193
C 1.707832 2.025063 -4.584440 0.054 -0.106 0.168
C 3.773482 3.347346 -4.043171 0.053 -0.031 0.101
C 3.877520 1.539247 -5.758920 0.025 -0.129 0.087
O 2.744227 -1.253088 -4.436904 0.023 0.093 -0.102
C 3.076356 -2.470279 -5.109667 0.144 -0.139 0.016
C 2.991829 -3.649880 -4.144582 -0.062 0.150 0.100
C 2.052130 -2.625722 -6.223761 -0.074 0.025 0.008
C 4.488379 -2.363024 -5.683215 -0.002 0.108 0.059
H 7.638982 0.321437 -2.042549 -0.021 0.020 -0.017
H 6.291602 0.931455 -3.032952 0.038 -0.017 0.003
H 7.124383 -0.566784 -3.494670 0.011 0.002 0.014
H 7.295725 -1.770861 -0.655193 -0.008 -0.030 0.006
H 6.762194 -2.672801 -2.092208 0.002 0.017 0.007
H 5.717838 -2.583700 -0.660215 0.022 -0.010 -0.022
H 6.022475 0.340416 0.030516 -0.004 0.030 -0.024
H 4.456807 -0.480994 -0.140144 0.078 0.002 0.071
H 4.774011 0.995040 -1.054020 0.078 0.018 0.055
H 1.246338 2.275423 -3.625197 -0.021 0.014 -0.047
H 1.337198 1.042529 -4.888321 -0.033 0.051 -0.020
H 1.408077 2.766190 -5.329056 -0.013 -0.018 0.002
H 3.295604 3.680102 -3.123699 -0.020 0.035 -0.019
H 3.599134 4.081693 -4.832489 -0.027 0.005 0.029
H 4.848314 3.272809 -3.858585 -0.014 0.014 -0.031
H 3.529474 0.536034 -6.007036 -0.009 0.057 -0.074
H 4.964775 1.510618 -5.643437 -0.021 0.016 -0.029
H 3.621552 2.219659 -6.573914 0.005 0.006 0.019
H 1.967283 -3.784983 -3.795668 0.038 -0.026 -0.003
H 3.625619 -3.461961 -3.275758 0.008 -0.069 -0.024
H 3.321274 -4.567207 -4.637436 -0.008 0.011 0.002
H 1.045380 -2.539081 -5.810021 0.010 -0.035 -0.016
H 2.154445 -3.604032 -6.699096 0.007 0.028 -0.024
H 2.184963 -1.848192 -6.979563 -0.020 0.000 0.025
H 5.194603 -2.184059 -4.871865 0.028 -0.059 -0.042
H 4.550262 -1.527363 -6.383940 -0.001 -0.035 -0.011
H 4.761457 -3.283845 -6.204042 -0.019 0.021 -0.009
O -0.258421 -1.103765 -3.234080 0.041 -0.049 -0.004
B 0.606236 -1.621776 -2.267866 -0.192 0.255 -0.009
O 0.358397 -2.984387 -2.068283 -0.061 0.063 0.039
C -0.694863 -3.282384 -2.888118 0.189 0.147 -0.017
C -1.333226 -4.483708 -3.055401 -0.087 -0.084 -0.009
C -2.386629 -4.504636 -3.970657 -0.071 -0.034 -0.018
C -2.767553 -3.361791 -4.665258 -0.019 -0.092 -0.042
C -2.105176 -2.146597 -4.488288 -0.120 0.016 -0.028
C -1.065654 -2.140958 -3.592712 0.178 0.010 0.100
H -1.054513 -5.354387 -2.476962 0.024 0.015 -0.027
H -2.928686 -5.429751 -4.125819 -0.011 0.032 -0.011
H -3.601391 -3.413020 -5.354626 0.003 -0.004 0.014
H -2.409020 -1.242468 -4.998485 0.033 -0.013 -0.007

---

# 2
106
Properties=species:S:1:pos:R:3:forces:R:3 method="wB97M-V/def2-TZVPD" de_lowest_kcal_mol=21.6 orbital_gap_ev=7.636 charge=+1 e_tot_ha=-4368.252192
Sc -0.782002 -0.398527 0.978043 -0.104 0.642 0.334
N -0.220346 -0.565542 5.459596 0.027 0.037 0.006
C -0.253337 -0.912942 4.144914 0.167 0.030 -0.054
S 0.854194 -0.101014 3.067209 -0.022 -0.024 0.016
N -1.095496 -1.829923 3.781054 -0.179 -0.236 0.418
N -0.980227 -2.111180 2.441859 0.067 -0.034 -0.530
C -1.121140 -3.330879 2.089945 -0.024 0.094 0.169
C -0.864284 -3.807814 0.742293 0.144 -0.039 -0.295
C -1.242591 -5.110564 0.404833 -0.026 0.105 0.110
C -0.938233 -5.662224 -0.823060 -0.077 -0.164 -0.021
C -0.203441 -4.916061 -1.735668 0.083 0.086 -0.056
C 0.204736 -3.631441 -1.427053 -0.094 0.012 0.086
C -0.128525 -3.039244 -0.198826 -0.022 -0.181 0.010
O 0.233808 -1.796532 0.049826 0.272 -0.026 0.085
H 0.568366 -0.022309 5.762900 -0.035 0.019 0.031
H -0.609876 -1.223629 6.115518 -0.009 -0.013 -0.018
H -1.391962 -4.062091 2.851574 0.057 0.012 0.015
H -1.787031 -5.694606 1.138238 0.002 -0.007 0.001
H -1.249374 -6.670264 -1.061942 0.006 0.011 0.010
H 0.057529 -5.345524 -2.696489 0.000 -0.001 0.007
H 0.768651 -3.034170 -2.131375 -0.002 -0.006 -0.003
N 0.880404 1.084135 -3.203420 -0.264 -0.249 -0.064
C 0.179730 1.634057 -2.007314 -0.019 0.294 -0.075
C 1.064670 2.635690 -1.286957 0.020 -0.020 0.089
C 0.395083 3.008404 0.038688 0.043 -0.059 -0.182
N 0.377448 1.815266 0.916500 -0.062 -0.030 -0.089
C -1.001642 3.571764 -0.219665 -0.001 0.036 0.082
C -1.880893 2.675938 -1.087637 0.064 0.059 -0.083
N -2.251983 1.506811 -0.290047 -0.027 -0.099 0.047
C -1.159473 2.238109 -2.362923 -0.105 -0.126 -0.020
H 1.704349 0.561501 -2.802306 0.243 0.062 -0.013
H 1.174918 1.787849 -3.874339 0.097 0.094 -0.008
H 0.292192 0.406966 -3.693852 -0.005 0.047 0.059
H 0.028114 0.760357 -1.390204 0.011 -0.096 0.071
H 1.186126 3.541314 -1.891567 -0.011 -0.011 -0.012
H 2.053823 2.210821 -1.106045 -0.043 0.040 0.001
H 0.990148 3.795824 0.511177 -0.009 -0.015 -0.001
H -0.045763 2.046232 1.814801 -0.046 0.052 0.011
H 1.335072 1.584692 1.163172 0.099 0.022 -0.016
H -0.888894 4.545063 -0.703094 0.027 -0.004 -0.017
H -1.511303 3.760040 0.730667 0.025 -0.001 -0.009
H -2.762825 3.249760 -1.394494 -0.013 -0.016 0.057
H -2.870399 0.884828 -0.797504 -0.022 0.012 -0.057
H -2.753358 1.842390 0.526301 0.007 -0.119 0.037
H -1.031957 3.102682 -3.022140 0.037 0.020 0.010
H -1.773150 1.500026 -2.889684 -0.003 0.039 0.011
O 2.646880 0.104011 -1.578815 0.259 -0.451 0.028
S 3.092522 -1.344619 -1.447763 0.016 0.030 -0.097
C 4.325027 -1.352522 -0.112599 -0.095 -0.097 0.160
C 5.316107 -0.237716 -0.183626 -0.007 0.069 -0.033
C 6.594108 -0.450606 -0.693428 -0.029 0.005 0.002
C 7.498795 0.597139 -0.782017 0.012 0.031 0.003
C 7.132935 1.868121 -0.360555 0.002 -0.035 -0.008
C 5.864223 2.085656 0.159636 -0.019 -0.032 0.007
C 4.960608 1.037642 0.248135 0.058 0.013 -0.012
C 4.176810 -1.622883 -2.890964 0.047 0.221 0.049
C 3.417039 -1.175843 -4.105150 -0.031 0.013 -0.059
C 3.748704 0.016286 -4.741992 -0.021 0.003 0.004
C 3.011835 0.462203 -5.833492 0.002 0.006 0.019
C 1.924822 -0.273611 -6.289170 0.004 -0.047 0.043
C 1.586969 -1.466562 -5.655780 0.023 0.058 -0.022
C 2.331722 -1.914226 -4.572974 -0.054 -0.023 -0.036
H 4.793470 -2.339133 -0.145629 -0.039 0.001 -0.043
H 3.705414 -1.310699 0.787462 0.036 0.034 -0.011
H 6.890593 -1.446598 -1.003852 0.003 0.005 -0.001
H 8.493144 0.417059 -1.168580 0.000 0.009 0.001
H 7.840409 2.684369 -0.421645 0.003 -0.007 -0.002
H 5.584353 3.070869 0.509779 0.001 -0.006 -0.006
H 3.977369 1.200083 0.670791 -0.019 0.000 0.007
H 4.414104 -2.686317 -2.927128 -0.041 -0.053 0.110
H 5.092898 -1.046024 -2.759466 -0.036 0.008 0.010
H 4.594337 0.592752 -4.385286 -0.014 -0.002 -0.005
H 3.298364 1.377390 -6.337390 -0.009 -0.020 0.009
H 1.360725 0.063877 -7.149210 0.004 -0.002 0.006
H 0.760285 -2.061398 -6.023782 0.002 0.008 0.002
H 2.072113 -2.853395 -4.095893 0.024 0.010 0.004
C -2.081428 -2.270685 -3.497987 0.001 -0.037 -0.061
C -2.248712 -1.753027 -2.095034 0.017 -0.171 0.353
N -3.232117 -2.311950 -1.366842 0.372 0.383 -0.245
O -1.506628 -0.875263 -1.632622 -0.434 0.008 -0.387
H -1.952054 -3.353374 -3.477408 -0.040 0.022 -0.007
H -1.194101 -1.826739 -3.945250 -0.057 0.021 -0.012
H -2.961496 -2.040781 -4.100080 0.023 0.030 -0.025
H -3.799666 -3.043551 -1.753438 -0.013 -0.060 0.097
H -3.341015 -2.002870 -0.405742 -0.171 -0.099 -0.011
C -6.007106 3.494913 4.172663 -0.029 -0.038 0.012
C -4.980448 2.771677 4.996685 0.017 0.149 0.177
C -4.614370 3.224094 6.256838 -0.048 -0.016 -0.112
C -3.673234 2.534388 7.003308 0.071 -0.089 0.024
Cl -3.233224 3.121155 8.580727 0.001 0.001 -0.006
C -3.077416 1.391658 6.506434 0.002 0.099 0.109
C -3.426992 0.929115 5.247067 0.150 -0.145 -0.010
C -4.372955 1.612964 4.509096 -0.109 0.133 0.071
O -4.799927 1.237867 3.263922 0.003 -0.177 -0.332
C -4.461673 -0.035713 2.776035 0.085 0.012 0.079
C -3.135640 -0.059981 2.045361 0.389 0.104 0.182
O -2.980547 -0.860853 1.074192 -0.145 -0.230 -0.235
O -2.173624 0.677471 2.380828 -0.414 0.025 0.152
H -6.380115 4.369567 4.702704 0.016 -0.004 0.001
H -6.851403 2.841580 3.946742 0.000 0.009 -0.006
H -5.594051 3.817523 3.215538 0.016 0.001 0.008
H -5.070959 4.117179 6.663666 0.000 -0.005 -0.010
H -2.329479 0.870406 7.085190 0.014 0.001 0.027
H -2.916506 0.059021 4.853957 -0.028 0.046 -0.007
H -5.238979 -0.330229 2.074703 -0.051 0.007 -0.019
H -4.420673 -0.784902 3.577621 0.006 0.021 -0.089